The following is a DFT calculation (the ωB97M-V functional and the def2-TZVPD basis) of a 2-piece molecular cluster, C28H27BrN4O4S overall at a distorted geometry.

Values from the calculation:
- Total energy: -124497.6198 eV
- E_HOMO: -8.04 eV

The geometry in ORCA input format:
```
! wB97M-V def2-TZVPD RIJCOSX def2/J DEFGRID3
* xyz 0 1
C 2.32895 -2.10686 3.20855
C 2.59997 -2.53292 1.81767
C 1.57717 -3.11985 1.06297
N 0.32274 -3.27281 1.68807
C -0.22134 -2.32395 2.52549
N -1.48868 -2.72931 2.73049
C -2.50277 -1.92892 3.37637
C -1.71165 -3.99820 2.17197
C -0.59209 -4.33543 1.51202
C 1.75921 -3.48400 -0.28039
C 0.63304 -3.93363 -1.14465
C 3.03632 -3.34011 -0.82802
C 4.08954 -2.81726 -0.08097
C 5.44486 -2.69735 -0.70631
C 3.86670 -2.41186 1.23807
H 3.20339 -1.58287 3.60122
H 1.44478 -1.43240 3.24468
H 2.12824 -2.96270 3.86892
H -2.07259 -0.94127 3.57840
H -3.37645 -1.81330 2.71905
H -2.82444 -2.37729 4.32657
H -2.64408 -4.52590 2.29462
H -0.34460 -5.21685 0.95509
H 1.01260 -4.05190 -2.16518
H 0.22982 -4.90669 -0.84680
H -0.19542 -3.21328 -1.17992
H 3.20859 -3.63827 -1.86052
H 6.16860 -2.30240 0.01190
H 5.81480 -3.66841 -1.06026
H 5.43284 -2.02646 -1.57566
H 4.69392 -1.99778 1.82168
C 3.10590 4.59077 0.63647
C 2.19331 3.77805 -0.23475
C 1.96430 4.16113 -1.55833
C 1.13342 3.41460 -2.38923
C 0.48677 2.28775 -1.87265
S -0.62649 1.37455 -2.90301
O -0.87667 2.12375 -4.10362
O -0.29732 -0.02300 -2.90810
N -2.09305 1.39634 -1.97014
C -2.89435 2.53397 -1.76970
C -2.62242 3.86993 -2.05706
C -3.51916 4.83581 -1.59258
C -4.67428 4.46194 -0.87887
C -4.92800 3.10823 -0.60801
Br -6.42354 2.61241 0.44254
C -4.05295 2.12557 -1.07216
C -3.91882 0.68787 -0.89533
N -4.85514 -0.22270 -0.32591
O -6.00557 -0.29387 -0.80627
O -4.45634 -0.94899 0.62276
C -2.69144 0.30841 -1.40039
C 0.74038 1.85730 -0.56802
C 1.56273 2.62558 0.25150
H 3.16190 4.14456 1.63122
H 4.11336 4.63129 0.20666
H 2.74170 5.61938 0.73221
H 2.44477 5.06119 -1.94476
H 0.97313 3.71983 -3.41751
H -1.74618 4.14898 -2.63885
H -3.33720 5.89577 -1.77410
H -5.36276 5.22788 -0.52564
H -2.28279 -0.69163 -1.42597
H 0.29319 0.93842 -0.19766
H 1.72760 2.32911 1.29013
*
```

In the Löwdin picture, each atom carries the following charge in e:
1 C -0.09
2 C -0.20
3 C -0.14
4 N -0.03
5 C -0.03
6 N -0.16
7 C -0.05
8 C -0.05
9 C -0.05
10 C -0.19
11 C -0.05
12 C -0.01
13 C -0.28
14 C -0.06
15 C 0.00
16 H 0.07
17 H 0.04
18 H 0.10
19 H 0.09
20 H 0.07
21 H 0.09
22 H 0.12
23 H 0.10
24 H 0.08
25 H 0.06
26 H 0.09
27 H 0.12
28 H 0.07
29 H 0.08
30 H 0.08
31 H 0.12
32 C -0.05
33 C -0.26
34 C -0.03
35 C -0.05
36 C -0.29
37 S 0.74
38 O -0.26
39 O -0.27
40 N -0.10
41 C -0.17
42 C 0.00
43 C -0.06
44 C -0.11
45 C -0.60
46 Br 0.81
47 C -0.13
48 C -0.10
49 N -0.32
50 O 0.04
51 O 0.05
52 C 0.02
53 C -0.03
54 C -0.02
55 H 0.08
56 H 0.09
57 H 0.09
58 H 0.12
59 H 0.12
60 H 0.10
61 H 0.11
62 H 0.10
63 H 0.14
64 H 0.12
65 H 0.12

***

The following is a DFT calculation (the ωB97M-V functional and the def2-TZVPD basis) of C28H27F5N5O9SSeSiTb as an isolated structure.

Values from the calculation:
- Total energy: -175432.6312 eV
- E_HOMO (alpha / beta): -2.45 / -2.48 eV
- Energy above the lowest of the compared OMol25 structures with the same formula, charge and spin: 19.28 kcal/mol

The geometry in ORCA input format:
```
! wB97M-V def2-TZVPD RIJCOSX def2/J DEFGRID3
* xyz -2 7
Tb 0.05158 0.14901 0.44485
O -1.40604 2.94792 -2.42200
C -1.18466 1.75684 -2.24872
O -0.28265 1.24650 -1.48942
C -2.05158 0.76393 -3.00110
C -2.67108 1.21346 -4.12555
C -3.54725 0.39013 -4.85377
C -3.84699 -0.86803 -4.40531
C -3.23035 -1.35391 -3.26854
C -2.26881 -0.58392 -2.49087
O -1.71900 -1.00975 -1.45495
N -3.65992 -2.68218 -2.86041
O -4.79038 -3.04807 -3.15096
O -2.86592 -3.41934 -2.29750
N -4.15456 0.86979 -6.08188
O -4.84238 0.10122 -6.74160
O -3.94987 2.02627 -6.40933
H -2.49179 2.23166 -4.43834
H -4.55039 -1.48545 -4.94086
C -4.49802 -1.38120 1.65842
N -3.64031 -2.31304 0.95286
C -2.29407 -2.18557 0.94865
N -1.59970 -3.22692 0.41700
O -1.75508 -1.18283 1.45721
H -4.80078 -1.76656 2.63381
H -5.38791 -1.16758 1.06631
H -3.95080 -0.45545 1.81044
H -4.03265 -3.14224 0.54586
H -2.04834 -3.67281 -0.36589
H -0.62461 -3.02705 0.25022
Se 5.12238 0.91222 -1.11845
C 3.43950 0.82267 -0.49594
N 2.34863 0.73635 -0.09734
O 0.90893 -1.79146 -0.71382
S 1.11632 -1.37917 -2.17616
C 0.35027 -2.70465 -3.16250
C 1.44760 -3.65882 -3.65277
C 2.63604 -3.47879 -2.70646
C 2.77944 -1.97223 -2.53974
H -0.20912 -2.22719 -3.96809
H -0.36771 -3.16168 -2.48482
H 1.74909 -3.38935 -4.66803
H 1.09020 -4.68984 -3.67518
H 3.54803 -3.94006 -3.08925
H 2.41425 -3.92245 -1.73224
H 3.11485 -1.47122 -3.45223
H 3.40923 -1.64980 -1.71012
C -3.17895 2.12836 1.16911
Si -1.49675 1.97400 2.09150
C -2.00812 1.10038 3.72911
C -1.28284 3.73940 2.81721
C -2.36370 4.40183 3.41416
C -2.22186 5.65237 4.00657
C -0.97962 6.28276 4.01621
C 0.10743 5.64999 3.42746
C -0.04907 4.39780 2.83700
H -4.03865 2.05344 1.85078
H -3.28643 1.34128 0.41074
H -3.23233 3.08674 0.64107
H -3.03829 1.36998 4.00402
H -1.34763 1.41333 4.54523
H -1.94726 0.01051 3.64234
H -3.34364 3.92823 3.41371
H -3.07941 6.13656 4.46453
H -0.86344 7.25779 4.47549
H 1.07966 6.13328 3.42450
H 0.81271 3.91638 2.38168
F 2.00479 1.14191 2.83142
C 1.99549 -0.17889 3.15435
C 1.29183 -1.05822 2.36727
C 1.34692 -2.35001 2.81755
F 0.71829 -3.35298 2.13575
C 2.02879 -2.76314 3.94773
F 2.03926 -4.05424 4.34365
C 2.72192 -1.82930 4.68887
F 3.40521 -2.20087 5.78605
C 2.71001 -0.51076 4.28741
F 3.38534 0.40409 5.00729
*
```

In the Löwdin picture, each atom carries the following charge in e:
1 Tb 1.45
2 O 0.04
3 C -0.60
4 O -0.26
5 C -0.03
6 C 0.06
7 C -0.16
8 C 0.05
9 C -0.06
10 C -0.30
11 O -0.09
12 N -0.34
13 O 0.04
14 O 0.03
15 N -0.37
16 O 0.03
17 O 0.05
18 H 0.13
19 H 0.12
20 C -0.05
21 N 0.04
22 C -0.59
23 N 0.19
24 O -0.13
25 H 0.08
26 H 0.08
27 H 0.06
28 H 0.13
29 H 0.07
30 H 0.06
31 Se 0.38
32 C -0.93
33 N -0.05
34 O -0.64
35 S 0.99
36 C -0.29
37 C -0.22
38 C -0.24
39 C -0.31
40 H 0.09
41 H 0.08
42 H 0.11
43 H 0.11
44 H 0.11
45 H 0.11
46 H 0.10
47 H 0.06
48 C -0.26
49 Si 0.53
50 C -0.26
51 C -0.31
52 C -0.12
53 C -0.12
54 C -0.13
55 C -0.11
56 C -0.11
57 H 0.01
58 H 0.00
59 H 0.02
60 H 0.01
61 H 0.02
62 H -0.01
63 H 0.09
64 H 0.09
65 H 0.08
66 H 0.09
67 H 0.09
68 F 0.02
69 C -0.27
70 C -0.08
71 C -0.25
72 F 0.04
73 C -0.16
74 F 0.07
75 C -0.16
76 F 0.09
77 C -0.16
78 F 0.09

***

The following is a DFT calculation (the ωB97M-V functional and the def2-TZVPD basis) of C28H27IrN2SSi as an isolated structure.

Values from the calculation:
- Total energy: -54007.7994 eV
- E_HOMO: -7.54 eV
- Energy above the lowest of the compared OMol25 structures with the same formula, charge and spin: 14.30 kcal/mol

The geometry in ORCA input format:
```
! wB97M-V def2-TZVPD RIJCOSX def2/J DEFGRID3
* xyz 0 1
Ir -0.05642 0.01327 0.21945
S 4.01390 1.86939 0.75059
C 4.33457 0.16724 0.60980
C 5.55430 -0.49114 0.70692
C 5.59193 -1.83791 0.40173
C 4.43956 -2.49970 -0.03168
C 3.22606 -1.84566 -0.11139
C 3.15887 -0.50842 0.26851
N 2.03344 0.31038 0.22806
C 2.35658 1.57672 0.35604
C 1.37584 2.59274 0.02590
C 1.70144 3.94217 -0.09014
C 0.76348 4.81954 -0.60088
C -0.45873 4.31291 -1.02878
C -0.76392 2.96306 -0.89839
C 0.11745 2.04503 -0.31551
H 6.45186 0.04342 0.98800
H 6.52887 -2.37497 0.46367
H 4.49971 -3.53991 -0.32396
H 2.34524 -2.34319 -0.48429
H 2.68549 4.30334 0.18991
H 0.99017 5.87238 -0.70143
H -1.18369 4.98155 -1.47878
H -1.71900 2.63081 -1.29058
C -4.29839 0.75067 0.15889
C -4.81542 -0.50914 -0.10360
C -3.95264 -1.58414 -0.16208
C -2.58465 -1.39411 0.01411
N -2.08728 -0.14636 0.18661
C -2.93345 0.88515 0.29299
C -1.59536 -2.47166 0.16452
C -1.97729 -3.81232 0.08475
C -1.09566 -4.80334 0.46962
C 0.14879 -4.43652 0.96513
C 0.52769 -3.10338 1.00040
C -0.29916 -2.05880 0.56264
H -4.93136 1.62089 0.25485
H -5.87944 -0.65469 -0.23565
H -4.33329 -2.58188 -0.31747
H -2.48027 1.84286 0.49213
H -2.96430 -4.09170 -0.26188
H -1.38495 -5.84500 0.41876
H 0.82649 -5.19927 1.33116
H 1.49934 -2.87750 1.41848
C 1.92383 -0.96206 3.44640
Si 0.17675 -0.28338 3.58466
C 0.14112 0.84421 5.09706
C -1.09986 -1.62509 3.88771
C -0.21197 0.82262 2.12353
H 2.27194 -1.35050 4.40627
H 2.61036 -0.16555 3.14362
H 2.00227 -1.76388 2.71067
H 0.39750 0.29070 6.00374
H -0.85223 1.27634 5.24231
H 0.85044 1.66940 4.99759
H -1.00596 -2.01602 4.90416
H -1.01473 -2.45751 3.19084
H -2.10598 -1.20704 3.78952
H 0.45672 1.68546 2.21438
H -1.21760 1.23708 2.26118
*
```

In the Löwdin picture, each atom carries the following charge in e:
1 Ir 1.21
2 S 1.13
3 C -0.46
4 C -0.09
5 C -0.08
6 C -0.07
7 C -0.03
8 C -0.29
9 N -0.05
10 C -0.53
11 C -0.28
12 C -0.06
13 C -0.09
14 C -0.09
15 C -0.12
16 C -0.22
17 H 0.11
18 H 0.10
19 H 0.11
20 H 0.10
21 H 0.10
22 H 0.10
23 H 0.10
24 H 0.08
25 C -0.05
26 C -0.05
27 C 0.00
28 C -0.20
29 N -0.06
30 C -0.12
31 C -0.21
32 C -0.05
33 C -0.09
34 C -0.08
35 C -0.16
36 C -0.22
37 H 0.11
38 H 0.11
39 H 0.10
40 H 0.09
41 H 0.10
42 H 0.10
43 H 0.10
44 H 0.05
45 C -0.16
46 Si 0.44
47 C -0.19
48 C -0.17
49 C -0.33
50 H 0.04
51 H 0.03
52 H 0.00
53 H 0.03
54 H 0.03
55 H 0.03
56 H 0.03
57 H 0.01
58 H 0.03
59 H 0.02
60 H 0.02